--- one ---
16
Properties=species:S:1:pos:R:3:mulliken_charge:R:1 method="wB97M-V/def2-TZVPD" homo_ev=-8.665 gap_ev=8.6 total_charge=0 multiplicity=1
C 0.45 -0.99 0.23 -0.54
C 0.93 0.37 0.53 -0.33
C -1.04 -1.14 0.62 -0.45
C 0.44 1.37 -0.63 -0.87
O -3.60 -0.03 0.40 -0.62
P -2.30 -0.40 -0.15 0.37
S -1.12 2.37 -0.01 -0.12
H 0.55 -1.23 -0.87 0.33
H 1.03 -1.64 0.90 0.25
H 0.46 0.67 1.53 0.29
H 1.98 0.46 0.63 0.40
H -1.15 -1.00 1.72 0.30
H -1.91 1.42 -0.61 0.12
H 1.33 2.06 -0.92 0.34
H 0.22 0.79 -1.53 0.38
H -2.16 -0.47 -1.48 0.16


--- two ---
16
Properties=species:S:1:pos:R:3:mulliken_charge:R:1 method="wB97M-V/def2-TZVPD" homo_ev=-8.773 gap_ev=9.3 total_charge=0 smiles="O=S1#[PH]CCCC1" multiplicity=1
O -1.16 -0.33 3.14 -0.62
S -0.43 -0.71 1.76 0.32
P -1.99 -0.72 0.21 0.04
C -0.69 -1.02 -1.10 -0.86
C 0.34 0.10 -1.29 -0.51
C 1.25 0.33 -0.09 -0.54
C 0.50 0.77 1.16 -0.72
H -2.02 0.67 0.06 0.03
H -1.23 -1.18 -2.03 0.41
H -0.19 -1.96 -0.85 0.41
H -0.17 1.03 -1.55 0.33
H 0.97 -0.18 -2.15 0.32
H 1.80 -0.58 0.14 0.36
H 1.99 1.10 -0.36 0.31
H 1.19 1.04 1.96 0.36
H -0.17 1.61 0.97 0.36


Stability summary: most stable two, least stable one.


--- one ---
8
Properties=species:S:1:pos:R:3:mulliken_charge:R:1 method="wB97M-V/def2-TZVPD" homo_ev="-3.655 / -3.655" gap_ev="6.4 / 6.4" total_charge=-1 multiplicity=1
N 2.45 0.15 -0.15 0.06
N -1.06 -0.18 0.01 0.09
N -1.81 -0.80 -0.85 -0.18
O -3.46 -0.39 -0.30 -0.60
O 1.44 0.32 0.57 -0.60
S 4.04 0.54 0.15 -0.47
H -0.02 -0.05 -0.06 0.43
H -1.58 0.41 0.63 0.27


--- two ---
8
Properties=species:S:1:pos:R:3:mulliken_charge:R:1 method="wB97M-V/def2-TZVPD" homo_ev=-3.014 gap_ev=7.1 total_charge=-1 multiplicity=1
H -0.50 -1.91 1.26 0.21
N -0.61 -0.89 1.24 -0.85
N -0.06 -0.45 0.19 1.29
O 0.52 -1.19 -0.69 -0.87
N -0.07 0.83 -0.08 -0.16
O 0.56 1.15 -1.27 -0.49
S -0.69 2.22 0.90 -0.55
H 0.85 0.24 -1.56 0.41


Stability summary: most stable two, least stable one.


--- one ---
12
Properties=species:S:1:pos:R:3:mulliken_charge:R:1 method="wB97M-V/def2-TZVPD" homo_ev=-10.911 gap_ev=11.4 total_charge=0 smiles="O=C1COC(=O)CO1" multiplicity=1
O -2.59 -0.02 -0.28 -0.54
C -1.42 -0.07 -0.05 0.61
C -0.61 1.09 0.41 -0.38
O 0.71 1.26 -0.23 -0.33
C 1.41 0.09 -0.04 0.55
O 2.57 -0.08 -0.26 -0.51
C 0.62 -1.11 0.39 -0.24
O -0.69 -1.17 -0.18 -0.33
H -1.14 2.04 0.29 0.31
H -0.47 0.98 1.45 0.32
H 0.50 -0.99 1.55 0.23
H 1.17 -2.02 0.11 0.30


--- two ---
12
Properties=species:S:1:pos:R:3:mulliken_charge:R:1 method="wB97M-V/def2-TZVPD" homo_ev=-10.784 gap_ev=9.2 total_charge=0 multiplicity=1
C 0.99 0.36 1.51 0.40
C -0.34 0.57 0.98 0.06
C -0.98 0.28 -0.21 -0.29
C -0.91 -0.56 -1.46 0.49
H 1.60 -0.24 0.04 0.36
H -0.93 1.31 1.67 0.27
H -1.95 0.49 0.03 0.33
H 0.54 -1.17 -2.37 0.41
O 2.01 -0.24 0.92 -0.44
O 1.18 0.72 2.65 -0.54
O 0.28 -1.29 -1.16 -0.54
O -1.50 -0.24 -2.61 -0.51


Stability summary: most stable one, least stable two.


--- one ---
18
Properties=species:S:1:pos:R:3:mulliken_charge:R:1 method="wB97M-V/def2-TZVPD" homo_ev="-14.248 / -14.246" gap_ev="9.3 / 6.2" total_charge=+1 multiplicity=2 s_squared=0.766
C 0.08 0.83 -2.74 -0.99
C -0.20 0.56 -1.32 0.76
C -1.35 0.99 -0.68 -0.77
C 1.88 0.19 -0.35 -0.22
N 0.67 -0.15 -0.55 -0.07
H 0.12 -0.14 -3.25 0.33
H -0.66 1.49 -3.20 0.38
H 1.09 1.25 -2.86 0.35
H -1.59 0.63 0.32 0.35
H -1.98 1.76 -1.11 0.30
H 2.54 -0.22 0.41 0.30
H 2.21 1.10 -0.86 0.25
H -0.39 1.52 2.45 0.31
H -0.39 0.38 3.47 0.34
O 0.04 0.69 2.67 -0.62
H -1.21 -2.90 0.95 0.31
H -0.63 -1.82 1.82 0.30
O -0.87 -2.76 1.84 -0.62


--- two ---
18
Properties=species:S:1:pos:R:3:mulliken_charge:R:1 method="wB97M-V/def2-TZVPD" homo_ev="-14.774 / -14.773" gap_ev="10.4 / 5.5" total_charge=+1 multiplicity=2 s_squared=0.754
C 0.69 0.20 -1.43 -0.55
N -0.28 1.19 -1.18 0.08
C -2.15 -0.38 -0.19 -0.90
C -1.23 0.87 -0.06 -0.13
C -0.36 0.80 1.19 -0.01
O -0.14 -0.33 1.69 -0.42
H 1.73 0.69 -1.39 0.37
H 0.65 -0.71 -0.73 0.03
H 0.55 -0.25 -2.42 0.36
H -0.82 1.22 -1.96 0.32
H -2.32 -0.42 -1.29 0.29
H -1.53 -1.13 0.30 0.37
H -3.17 -0.16 0.21 0.35
H -1.83 1.80 0.17 0.42
H 0.20 1.72 1.47 0.38
H 2.10 -2.35 0.28 0.35
H 2.47 -0.90 0.41 0.32
O 2.91 -1.77 0.33 -0.61


Stability summary: most stable one, least stable two.


--- one ---
45
Properties=species:S:1:pos:R:3:mulliken_charge:R:1 method="wB97M-V/def2-TZVPD" homo_ev=-8.902 gap_ev=9.2 total_charge=0 smiles="COC(=O)c1ccc(CN(c2ccccn2)S(=O)(=O)c2ccccc2)cc1" multiplicity=1
C 2.15 5.70 0.32 -0.70
O 1.24 4.64 0.57 -0.30
C 1.12 3.73 -0.41 0.44
O 1.75 3.79 -1.44 -0.63
C 0.16 2.65 -0.08 0.67
C -0.07 1.66 -1.03 -1.19
C -0.91 0.60 -0.74 0.17
C -1.53 0.52 0.50 0.95
C -2.36 -0.69 0.83 -1.23
N -1.55 -1.88 0.65 0.04
C -1.73 -2.76 -0.40 0.56
C -3.01 -3.15 -0.83 -0.73
C -3.10 -4.08 -1.84 -0.46
C -1.94 -4.62 -2.39 -0.65
C -0.73 -4.17 -1.90 -0.35
N -0.62 -3.26 -0.94 -0.10
S -0.23 -2.03 1.70 1.55
O 0.13 -3.41 1.75 -0.73
O -0.66 -1.41 2.91 -0.71
C 1.10 -1.05 1.01 -0.04
C 1.55 0.04 1.73 -0.33
C 2.57 0.82 1.21 -0.61
C 3.12 0.50 -0.02 -0.43
C 2.67 -0.60 -0.73 -0.79
C 1.66 -1.39 -0.21 -0.22
C -1.33 1.53 1.43 -0.92
C -0.49 2.59 1.15 -0.73
H 2.13 6.33 1.20 0.24
H 1.85 6.26 -0.56 0.30
H 3.16 5.30 0.16 0.30
H 0.44 1.73 -1.98 0.46
H -1.07 -0.17 -1.47 0.45
H -2.68 -0.66 1.87 0.30
H -3.24 -0.75 0.18 0.49
H -3.89 -2.74 -0.37 0.46
H -4.07 -4.40 -2.19 0.41
H -1.98 -5.35 -3.18 0.39
H 0.21 -4.54 -2.29 0.41
H 1.10 0.25 2.68 0.54
H 2.93 1.67 1.76 0.46
H 3.91 1.12 -0.44 0.41
H 3.11 -0.85 -1.68 0.43
H 1.27 -2.26 -0.73 0.56
H -1.81 1.46 2.40 0.36
H -0.32 3.36 1.88 0.44


--- two ---
45
Properties=species:S:1:pos:R:3:mulliken_charge:R:1 method="wB97M-V/def2-TZVPD" homo_ev=-8.158 gap_ev=8.6 total_charge=0 smiles="COc1ccc(C(=O)NCC(=O)OCc2csc(-c3ccccc3)n2)cc1" multiplicity=1
C -5.14 -4.22 0.17 -0.83
O -5.55 -2.93 0.56 -0.45
C -4.78 -1.87 0.22 0.89
C -3.59 -1.94 -0.50 -0.37
C -2.88 -0.79 -0.78 -0.92
C -3.34 0.46 -0.35 0.04
C -2.51 1.64 -0.68 0.48
O -1.76 1.68 -1.63 -0.68
N -2.67 2.72 0.15 -0.18
C -1.72 3.80 0.02 -0.73
C -0.35 3.34 0.53 0.74
O -0.21 2.60 1.47 -0.59
O 0.64 3.85 -0.20 -0.35
C 1.95 3.38 0.11 -0.53
C 2.16 1.96 -0.31 -0.52
C 1.31 1.19 -1.05 0.08
S 1.95 -0.38 -1.26 -0.28
C 3.36 0.11 -0.32 0.32
C 4.45 -0.79 -0.05 0.88
C 4.45 -2.10 -0.53 -0.57
C 5.51 -2.95 -0.25 -0.67
C 6.58 -2.49 0.50 -0.42
C 6.59 -1.19 0.98 -0.55
C 5.54 -0.34 0.71 -0.33
N 3.30 1.33 0.08 -0.46
C -4.54 0.53 0.36 -0.37
C -5.25 -0.62 0.63 -0.67
H -5.08 -4.31 -0.92 0.34
H -5.90 -4.90 0.55 0.24
H -4.17 -4.48 0.61 0.34
H -3.20 -2.89 -0.84 0.39
H -1.96 -0.83 -1.34 0.47
H -3.03 2.55 1.07 0.31
H -1.62 4.08 -1.03 0.29
H -2.06 4.66 0.60 0.39
H 2.63 4.04 -0.43 0.35
H 2.14 3.46 1.18 0.27
H 0.36 1.45 -1.48 0.82
H 3.61 -2.45 -1.11 0.33
H 5.50 -3.96 -0.63 0.38
H 7.41 -3.16 0.71 0.38
H 7.43 -0.84 1.56 0.38
H 5.53 0.67 1.07 0.44
H -4.93 1.48 0.67 0.48
H -6.18 -0.58 1.17 0.43


Stability summary: most stable two, least stable one.